[1]
A cluster of 2 separate species, C3H10NO2S2 in total. Source: OMol25; level of theory: the ωB97M-V functional and the def2-TZVPD basis.

```
18
Properties=species:S:1:pos:R:3:forces:R:3
N 0.984074 0.837926 0.290228 -0.0626 0.2015 -0.1717
C -0.157313 -0.128439 0.180370 0.2049 -0.1837 0.2785
C -0.862777 0.212517 -1.118056 -0.4101 -0.4542 0.0085
O -0.336565 0.948592 -1.896552 0.3107 0.5784 -0.5208
C 0.370334 -1.568822 0.194571 -0.1981 0.3249 0.0993
S -0.941273 -2.809309 0.050026 -0.0398 -0.0757 0.1998
S -1.171617 -2.964438 -1.975510 0.0454 -0.0509 -0.0470
H 1.231147 1.151636 -0.660654 -0.1921 -0.0499 -0.0820
H 1.805500 0.414384 0.706554 0.1198 -0.0157 0.2563
H 0.676424 1.683824 0.827004 0.1181 -0.1471 0.0948
H -0.800531 0.037322 1.040607 -0.1992 -0.0036 -0.0040
H -1.829255 -0.265902 -1.335292 0.0506 0.0651 0.2199
H 0.912893 -1.736864 1.127517 -0.0977 -0.1490 0.0362
H 1.049471 -1.704406 -0.630132 0.3829 -0.1269 -0.3129
H -0.234739 -3.906068 -2.191094 -0.0451 0.0246 -0.0191
H -0.564059 3.018176 2.490536 0.0465 0.2391 -0.0547
H 0.009940 3.830595 1.272131 -0.1651 0.1620 0.2442
O -0.141653 2.949276 1.627745 0.1310 -0.3390 -0.2253
```
Forces are in eV/Å.

Output
ΔE to the lowest compared entry with this formula, charge and spin	0.0	kcal per mole
spin multiplicity	1
charge	+1
Kohn-Sham gap	9.8	eV
HOMO level	-13.03	eV
E_LUMO	-3.196	eV

[2]
A cluster of 4 separate species, C7H17F2N3O9S2 in total at a distorted geometry. Source: OMol25; level of theory: the ωB97M-V functional and the def2-TZVPD basis.

```
40
Properties=species:S:1:pos:R:3:forces:R:3
N -0.785759 0.019121 -0.869892 -1.7707 -3.9360 -2.2010
S -1.092259 1.429518 -1.277619 0.6625 10.4187 -0.0643
O -2.247617 2.055615 -0.654880 1.6492 -1.3053 -0.7584
O -0.779831 1.848101 -2.659699 -0.5894 -1.7547 2.4079
F 0.179709 1.996938 -0.426884 -0.5579 0.1492 -0.4150
S -1.905810 -0.630444 -1.987251 -3.2123 -5.7830 -1.2428
O -1.263684 -1.191935 -3.172879 -0.4606 1.6273 1.9264
O -3.316082 -0.210156 -2.061570 3.8253 0.3586 0.1895
F -2.103777 -1.945214 -1.057514 0.4520 0.3005 -0.2256
C 1.809371 -0.497844 -4.129220 0.3637 -0.1808 0.4757
C 2.317903 0.252570 -2.912438 0.7054 3.6581 -2.7581
O 2.892375 1.340668 -3.076904 -1.7859 -4.0582 2.0729
N 1.968731 -0.296366 -1.528773 1.8843 1.9312 0.5316
H 0.974986 -0.336923 -1.352914 -1.4168 0.9842 -0.2376
H 2.152137 -1.282698 -1.412054 1.0216 -0.4302 -0.2766
C 2.691643 0.569147 -0.425722 0.2217 -1.7392 -0.0633
H 2.166575 -1.526678 -4.084392 -0.2632 -0.1864 -0.1124
H 2.192118 -0.022224 -5.032206 0.2781 0.0504 0.3319
H 0.724492 -0.463258 -4.228950 -0.0972 -0.1809 0.5096
H 2.682075 1.634448 -0.656265 -0.3253 -0.4523 -0.1021
H 3.700663 0.157800 -0.397969 0.1020 0.4043 -0.2385
H 2.272458 0.288568 0.540542 -0.4539 0.4177 -0.0551
C -2.834732 0.526672 2.925054 1.0281 -0.3133 -0.8735
C -2.611565 -0.726182 2.038734 -1.9395 -1.2796 1.4408
O -3.467304 -1.546099 1.812749 2.2015 1.3259 -0.2385
N -1.113471 -1.016194 1.648533 -0.9108 -1.8555 0.8296
H -0.837450 -0.695346 0.731488 -0.7580 0.2078 -1.0967
H -0.551012 -0.373661 2.187869 1.3014 0.5012 1.5012
C -0.705197 -2.506954 1.750938 -0.3007 0.3438 0.4770
H -3.564505 0.482806 3.733518 -0.2396 -0.9506 -0.4276
H -3.193247 1.295474 2.240575 0.3365 0.3199 -0.0013
H -1.893403 0.789476 3.407688 0.1499 0.3969 -0.3462
H -1.326990 -3.136309 1.114239 -0.1266 0.5396 -0.0955
H -0.799782 -2.887586 2.767927 -0.2379 0.4966 0.0593
H 0.341944 -2.672062 1.497317 -0.0496 0.6340 -0.2144
O 1.472166 2.811013 2.696620 -0.2566 2.4084 -0.8012
C 1.680146 1.614873 3.189537 4.2536 -2.2283 3.1276
O 2.703582 1.361955 3.871061 -0.3281 1.5695 -0.8096
O 0.867847 0.726701 2.958779 -4.1676 -2.5748 -1.9941
H 0.602556 2.762670 2.292826 -0.1882 0.1652 -0.2314
```
Forces are in eV/Å.

Output
spin multiplicity	1
charge	0
Kohn-Sham gap	6.5	eV
HOMO level	-7.52	eV
E_LUMO	-1.065	eV

[3]
A structure of composition C5H9NO2 at a distorted geometry. Source: OMol25; level of theory: the ωB97M-V functional and the def2-TZVPD basis.

```
17
Properties=species:S:1:pos:R:3:forces:R:3
C 0.812691 0.673424 -0.594925 -0.7431 -0.7048 -0.0712
C -0.268494 1.043459 0.562075 1.0203 -2.5192 -3.4106
C -0.175195 -0.241065 1.380777 -0.7842 2.7864 2.2145
C 0.162713 -0.804159 -0.725109 -3.6847 5.0966 -4.5697
C -1.402852 -0.561122 -0.767944 -2.9323 -2.0819 -0.7517
H 2.194548 -0.240585 0.689517 -0.0427 2.3730 -4.8383
H 0.808398 1.486840 -1.394970 -0.0757 -1.6038 0.7816
H -0.097142 1.872309 1.152982 -0.0289 2.0957 0.8010
H 0.646292 -0.318384 2.059023 0.4401 0.9996 1.2155
H -1.124667 -0.104503 2.100238 1.1292 -1.9738 -1.7636
H 0.647204 -1.358883 -1.479219 0.3490 -1.0437 -0.4986
H -1.712226 -1.410612 0.364981 -0.0258 2.5773 -3.8963
H -2.249429 -1.057127 -1.820093 2.8621 2.0946 3.2576
H -2.333630 0.690933 0.427183 1.6698 1.9740 -2.1048
N -1.571658 1.019226 -0.341913 -0.3837 -4.6426 3.5661
O 2.185146 0.291604 -0.341856 -0.4133 -0.7010 5.1241
O 0.245988 -1.211327 0.487420 1.6440 -4.7265 4.9443
```
Forces are in eV/Å.

Output
ΔE to the lowest compared entry with this formula, charge and spin	186.8	kcal per mole
spin multiplicity	1
charge	0
Kohn-Sham gap	9.9	eV
HOMO level	-9.20	eV
E_LUMO	0.666	eV

[4]
A cluster of 3 separate species, C10H23NO4 in total at a distorted geometry. Source: OMol25; level of theory: the ωB97M-V functional and the def2-TZVPD basis.

```
38
Properties=species:S:1:pos:R:3:forces:R:3
C 1.870579 0.730475 -0.103153 0.5760 -0.5852 -0.8826
O 1.823319 2.081565 -0.508762 -0.4303 -0.6587 0.5040
C 1.394807 2.897401 0.559918 -1.1715 -0.8531 -0.1905
C 1.563401 4.268322 0.101555 -0.4992 1.3915 -0.2690
O 2.888246 4.667700 -0.029265 0.8227 1.7040 -0.3600
C 2.908654 5.997472 -0.654315 2.2220 -0.9356 -0.1936
H 2.470666 0.675632 0.827707 -0.1984 -0.4872 -0.5326
H 2.285901 0.143549 -0.961674 0.2008 0.5499 0.9102
H 0.888565 0.253463 0.030860 -0.1098 0.5062 0.4363
H 1.910188 2.695659 1.466432 1.0391 -0.2913 0.8657
H 0.323398 2.707634 0.837731 0.4691 0.1536 -0.5202
H 1.015228 4.998032 0.683225 -0.3143 0.1114 0.6866
H 1.111343 4.304068 -0.867328 -0.5554 0.0049 -0.9685
H 3.091246 6.846233 0.055279 -0.9579 -0.8352 -0.2617
H 2.059769 6.054431 -1.330283 -0.2165 0.5853 0.2461
H 3.825930 6.050480 -1.309284 -0.8324 -0.3628 0.5786
C -1.538011 -0.481452 -1.902128 0.9261 -2.1726 0.8571
O -1.502596 -1.707569 -2.708910 0.6769 2.8650 -0.3850
C -1.750488 -2.840154 -1.997861 -1.8614 -1.9095 -0.5803
C -0.688867 -3.251798 -1.005171 0.4835 -0.4147 -0.0931
O -0.954339 -4.623031 -0.774485 -0.3883 0.6151 -0.2500
C -0.271692 -5.188721 0.305569 -1.5768 0.6899 1.4309
H -2.450427 -0.475212 -1.296456 -0.1421 0.0849 -0.1606
H -1.499366 0.355515 -2.564272 0.0905 0.4023 -0.3927
H -0.670192 -0.469097 -1.161175 -0.9279 0.1076 -1.0933
H -1.899303 -3.709035 -2.703987 0.5456 0.9634 0.3437
H -2.801994 -2.750908 -1.588173 1.0441 -0.1868 0.5709
H -0.807584 -2.629891 -0.114016 0.2138 -0.2785 0.4766
H 0.375461 -3.132881 -1.372270 -1.0817 0.1581 0.0169
H 0.693758 -5.510985 0.012629 1.5111 0.2838 0.0425
H -0.791444 -6.116954 0.523654 -0.2555 -0.0564 0.2918
H -0.364383 -4.487543 1.211330 0.6955 -1.1509 -1.0799
C -2.762295 -1.039571 2.980594 0.6033 0.2359 -0.4840
C -1.767897 -2.100493 3.252296 -0.7774 1.4543 -0.7594
N -0.949649 -2.882724 3.380333 0.6596 -0.8192 0.2650
H -2.612297 -0.207072 3.688267 -0.1821 -0.4056 -0.2820
H -3.736156 -1.488952 3.106699 -0.3899 0.1634 0.0630
H -2.681461 -0.633585 1.928904 0.0891 -0.6271 1.1532
```
Forces are in eV/Å.

Output
spin multiplicity	1
charge	0
SMILES string	COCCOC.COCCOC.CC#N
Kohn-Sham gap	10.1	eV
HOMO level	-9.73	eV
E_LUMO	0.348	eV

[5]
The ion C4H8N3 with charge +1 at a distorted geometry. Source: OMol25; level of theory: the ωB97M-V functional and the def2-TZVPD basis.

```
15
Properties=species:S:1:pos:R:3:forces:R:3
N 2.381936 -0.801599 0.123228 -0.2904 2.3046 0.1040
C 1.132179 -0.377695 -0.021694 2.2732 0.5919 0.7533
N 0.192730 -1.242373 -0.141556 -5.8769 -1.4431 0.1356
C -1.041402 -0.552037 -0.055643 0.1888 0.6947 -0.9767
N -2.359382 -0.892662 -0.102164 5.2322 -1.8964 0.2013
C -0.794231 0.938825 0.048030 0.3017 1.0467 0.7411
C 0.747986 1.066511 -0.071394 -0.3037 0.1472 0.1957
H 2.656525 -1.744278 0.063661 0.0018 -1.2521 0.0037
H 3.081583 -0.118524 0.386271 0.0120 -0.2419 -0.3001
H -2.764570 -1.779238 -0.117223 0.4550 -2.3825 -0.0862
H -3.103933 -0.309707 -0.140033 -1.8267 3.4638 0.0471
H -1.086110 1.245197 1.175518 0.0740 -0.1889 -2.9457
H -1.197596 1.511550 -0.858401 -0.3784 -0.6463 1.9053
H 1.077834 1.393638 -1.116408 -0.3041 0.2278 1.7048
H 1.076454 1.662389 0.827812 0.4415 -0.4255 -1.4832
```
Forces are in eV/Å.

Output
ΔE to the lowest compared entry with this formula, charge and spin	34.2	kcal per mole
spin multiplicity	1
charge	+1
SMILES string	NC1=NC(=[NH2+])CC1
Kohn-Sham gap	10.4	eV
HOMO level	-14.65	eV
E_LUMO	-4.255	eV

[6]
A cluster of 2 separate species, C3H5N3OS in total at a distorted geometry. Source: OMol25; level of theory: the ωB97M-V functional and the def2-TZVPD basis.

```
13
Properties=species:S:1:pos:R:3:forces:R:3
C 1.886101 -0.453458 0.212214 -0.3925 -5.3365 0.6550
C 0.473011 -0.133126 -0.280154 5.2368 6.9570 3.1016
C -1.926455 0.857907 0.021420 -4.2833 0.6094 0.9787
H 2.634941 1.384167 0.799532 1.4000 -4.0409 -4.1490
H 2.224732 -1.505444 -0.210319 -0.6341 1.8977 0.5089
H 1.473257 -0.877782 1.375623 2.0814 1.6932 -2.5086
H -2.941274 1.428864 -0.000746 1.1092 -2.1320 -0.0546
H -2.500051 -1.120764 0.770591 0.8514 2.1036 -0.1845
N 0.279942 1.149427 0.099305 -1.3881 -2.3565 -3.4786
N -1.035106 1.638329 -0.349118 2.9470 -0.1316 1.1496
N -1.696989 -0.429918 0.638916 -2.6171 -0.0846 0.5021
O 2.941373 0.407335 -0.050046 -2.4283 4.2336 5.1135
S -0.615841 -1.293782 -0.298683 -1.8824 -3.4122 -1.6341
```
Forces are in eV/Å.

Output
ΔE to the lowest compared entry with this formula, charge and spin	162.9	kcal per mole
spin multiplicity	1
charge	0
Kohn-Sham gap	8.8	eV
HOMO level	-8.70	eV
E_LUMO	0.088	eV

[7]
A cluster of 10 separate species, C5H28NO10 in total at a distorted geometry. Source: OMol25; level of theory: the ωB97M-V functional and the def2-TZVPD basis.

```
44
Properties=species:S:1:pos:R:3:forces:R:3
C -2.646388 -0.727056 0.106193 0.6658 2.4796 -0.2454
O -2.548440 0.687098 0.517358 0.3542 -0.1540 -0.5022
C -2.755415 -0.926786 -1.439930 2.4491 -0.9585 -0.0295
C -1.813760 -2.049061 -2.119799 -0.9519 0.9181 1.4256
C -0.473728 -1.806962 -2.743501 1.5900 -1.3080 0.7671
C 0.191946 -2.904722 -3.172148 -0.3588 -1.0925 -0.7967
N 0.162404 -0.622122 -2.668507 -0.2852 1.4371 -0.2080
H -3.595376 -0.929562 0.596646 0.2723 -1.1668 0.1042
H -1.730637 -1.214808 0.486553 -0.6283 -0.3932 0.1291
H -2.284565 -0.017924 -1.797734 -1.4669 0.7458 -0.7141
H -3.732536 -1.320787 -1.699534 -0.3536 1.2385 -0.3844
H -1.604633 -2.638304 -1.223195 -0.1710 -1.0436 -0.6939
H -2.340293 -2.512878 -2.953749 -0.4630 -0.5528 0.7464
H 1.113235 -3.035621 -3.741677 0.0514 0.9404 0.4215
H -0.283754 -3.880908 -3.104400 -0.5067 0.4409 -0.4929
H -0.175996 0.087688 -2.057592 -0.5200 0.3754 0.2975
H 1.152692 -0.635834 -2.667903 0.7286 -0.1724 -0.2069
H 1.695145 -1.965363 3.515273 0.7144 -0.6245 0.0407
H 1.653713 -1.470295 2.204727 0.1939 -0.1333 -0.8296
O 1.935273 -2.292807 2.623240 -0.6829 0.2254 0.1096
H 0.042516 -4.751554 -0.227157 0.1569 0.1167 0.3759
H -0.072921 -4.448788 -1.703062 0.1977 0.3095 0.0068
O -0.296290 -5.108973 -1.045209 -0.2439 -0.6135 0.1690
H 3.025392 1.922417 2.844808 1.1886 -0.0260 0.8448
H 2.143672 2.311203 3.915252 0.8873 -0.3528 0.8346
O 3.067729 1.962893 3.862322 -1.7819 0.4069 -1.3207
H 2.579513 0.065138 4.110118 -0.9435 0.6020 0.0142
H 0.977302 -0.218315 4.318044 -0.0454 1.0431 -0.4890
O 1.872818 -0.501230 4.468564 0.5581 -1.0695 1.1869
H 1.428153 4.066216 0.176632 -0.2032 0.2205 -0.1132
H 0.247881 2.981853 -0.134974 0.9880 -0.2584 -0.2127
O 1.266317 3.128384 0.066104 -1.6080 -0.0647 -0.2396
H -1.105407 2.983798 -2.168959 0.4042 0.4602 0.3568
H 0.155946 3.376887 -3.079321 -1.6911 0.3401 0.7086
O -0.740702 3.681884 -2.760693 1.4770 -0.3125 -1.3055
H -0.054359 1.838688 1.682192 0.5020 1.4094 -1.0855
H -1.108011 0.886837 2.011523 0.0071 -0.2878 -0.1831
O -0.171716 1.078877 2.210965 -0.5349 -1.2767 1.1708
H -1.997722 1.534991 0.020400 -0.4359 -1.2216 0.2456
H -1.348628 3.472343 -0.004093 -0.8440 -0.2002 -0.2037
O -1.325215 2.629035 -0.477578 0.8359 -0.0373 0.6212
H 2.286112 2.454358 0.958407 1.4221 0.2501 -0.5633
H 4.008729 2.689520 1.019792 -2.3966 -0.9223 0.3370
O 3.200023 2.140561 1.275608 1.4720 0.2836 -0.0937
```
Forces are in eV/Å.

Output
ΔE to the lowest compared entry with this formula, charge and spin	64.4	kcal per mole
spin multiplicity	1
charge	-1
Kohn-Sham gap	8.4	eV
HOMO level	-5.69	eV
E_LUMO	2.666	eV

Please write out number 1 again, unchanged.
A cluster of 2 separate species, C3H10NO2S2 in total. Source: OMol25; level of theory: the ωB97M-V functional and the def2-TZVPD basis.

```
18
Properties=species:S:1:pos:R:3:forces:R:3
N 0.984074 0.837926 0.290228 -0.0626 0.2015 -0.1717
C -0.157313 -0.128439 0.180370 0.2049 -0.1837 0.2785
C -0.862777 0.212517 -1.118056 -0.4101 -0.4542 0.0085
O -0.336565 0.948592 -1.896552 0.3107 0.5784 -0.5208
C 0.370334 -1.568822 0.194571 -0.1981 0.3249 0.0993
S -0.941273 -2.809309 0.050026 -0.0398 -0.0757 0.1998
S -1.171617 -2.964438 -1.975510 0.0454 -0.0509 -0.0470
H 1.231147 1.151636 -0.660654 -0.1921 -0.0499 -0.0820
H 1.805500 0.414384 0.706554 0.1198 -0.0157 0.2563
H 0.676424 1.683824 0.827004 0.1181 -0.1471 0.0948
H -0.800531 0.037322 1.040607 -0.1992 -0.0036 -0.0040
H -1.829255 -0.265902 -1.335292 0.0506 0.0651 0.2199
H 0.912893 -1.736864 1.127517 -0.0977 -0.1490 0.0362
H 1.049471 -1.704406 -0.630132 0.3829 -0.1269 -0.3129
H -0.234739 -3.906068 -2.191094 -0.0451 0.0246 -0.0191
H -0.564059 3.018176 2.490536 0.0465 0.2391 -0.0547
H 0.009940 3.830595 1.272131 -0.1651 0.1620 0.2442
O -0.141653 2.949276 1.627745 0.1310 -0.3390 -0.2253
```
Forces are in eV/Å.

Output
ΔE to the lowest compared entry with this formula, charge and spin	0.0	kcal per mole
spin multiplicity	1
charge	+1
Kohn-Sham gap	9.8	eV
HOMO level	-13.03	eV
E_LUMO	-3.196	eV